No. 1
Below is a 6-piece molecular cluster, C4H19NO7 overall at a distorted geometry, with properties calculated with ωB97M-V with the def2-TZVPD basis set.

```
31
Properties=species:S:1:pos:R:3:nbo_charge:R:1
O 1.90 -1.52 1.53 -0.739
H -2.58 -2.93 -1.35 0.494
C -0.28 -0.88 0.71 -0.077
H 3.35 -0.29 -0.52 0.481
C -1.77 -1.11 1.03 -0.641
H 0.03 -0.03 1.38 0.205
O 3.25 0.56 -0.97 -0.953
O -2.35 3.52 0.38 -0.956
H 1.89 -1.43 2.48 0.473
C -0.40 -0.87 -1.84 0.535
H 1.05 3.34 -0.54 0.506
N 0.00 -0.39 -0.64 -0.628
H 0.21 3.28 -1.89 0.481
H 2.35 0.51 -1.32 0.472
O 2.59 3.62 0.59 -0.944
H 0.81 -2.62 0.16 0.198
H 3.24 3.04 0.17 0.492
O -2.91 -3.67 -0.80 -0.961
H -2.14 -0.46 1.84 0.214
H -2.57 2.64 0.09 0.480
O 0.53 2.78 -1.14 -0.998
C 0.64 -2.04 1.07 -0.073
H -1.91 3.59 1.22 0.477
H -2.42 -0.97 0.14 0.231
H -0.11 -0.26 -2.69 0.133
H -1.93 -2.17 1.21 0.237
H 0.15 -2.63 1.88 0.176
H 0.29 0.57 -0.68 0.422
O -1.04 -1.92 -1.95 -0.670
H 2.30 3.01 1.29 0.470
H -2.17 -4.28 -0.83 0.463
```

Values from the calculation:
HOMO level, eV: -10.13
Relative energy (zero: lowest compared OMol25 entry of this formula, charge and spin), kJ/mol: 158.1
Gap between HOMO and LUMO, Eh: 0.3759
Lowest unoccupied orbital energy, Eh: 0.00371



No. 2
Below is a 7-piece molecular cluster, C4H19NO9 overall at a distorted geometry, with properties calculated with ωB97M-V with the def2-TZVPD basis set.

```
33
Properties=species:S:1:pos:R:3:nbo_charge:R:1
O 1.99 -1.40 1.95 -1.010
H -3.03 -0.66 0.44 0.339
O 0.60 -0.73 -1.78 -0.949
H 2.01 -0.56 -1.05 0.515
N -2.72 -1.34 1.11 -0.861
O 0.12 -0.91 -4.30 -1.036
H -0.07 -2.23 -0.57 0.116
H -1.31 -1.40 -1.52 0.146
H 1.31 -0.86 2.47 0.522
O 2.92 2.12 -0.29 -1.031
H -0.84 -2.06 1.58 0.164
H -1.22 0.51 -0.02 0.179
H 2.59 -0.80 0.41 0.495
H 2.44 2.20 0.56 0.458
H -3.26 -1.21 1.95 0.374
H 2.97 1.11 -0.41 0.505
H 1.46 -2.09 1.53 0.462
O 0.35 1.81 -2.40 -1.040
C -1.31 -1.08 1.45 -0.164
H 0.08 0.07 -4.39 0.457
O 0.01 -0.06 3.18 -0.814
H -1.05 2.55 -1.99 0.505
H 0.33 -1.01 -3.31 0.509
O 2.89 -0.48 -0.47 -1.055
C -1.18 -0.26 2.79 0.768
H -2.19 2.36 -0.98 0.454
C -0.39 -1.24 -0.94 -0.034
H 0.46 0.82 -2.15 0.517
O -1.93 2.91 -1.72 -1.011
C -0.62 -0.34 0.30 -0.434
H 1.11 2.21 -1.91 0.491
H 0.36 0.01 0.61 0.228
O -2.23 0.08 3.37 -0.767
```

Values from the calculation:
HOMO level, eV: -2.46
Relative energy (zero: lowest compared OMol25 entry of this formula, charge and spin), kJ/mol: 0.0
Charge: -2
Gap between HOMO and LUMO, Eh: 0.3076
Lowest unoccupied orbital energy, Eh: 0.21728



No. 3
Below is one molecule with the formula C4H2 at a distorted geometry, with properties calculated with ωB97M-V with the def2-TZVPD basis set.

```
6
Properties=species:S:1:pos:R:3:nbo_charge:R:1
C 0.68 -0.04 0.23 -0.095
C -0.67 0.17 -0.21 -0.079
H -2.80 0.01 -1.09 0.254
C 1.77 -0.06 0.72 -0.156
H 2.77 -0.26 1.14 0.250
C -1.74 0.17 -0.80 -0.173
```

Values from the calculation:
HOMO level, eV: -9.92
Relative energy (zero: lowest compared OMol25 entry of this formula, charge and spin), kJ/mol: 26.8
Gap between HOMO and LUMO, Eh: 0.4039
Lowest unoccupied orbital energy, Eh: 0.03922



No. 4
Below is one molecule with the formula C4H2 at a distorted geometry, with properties calculated with ωB97M-V with the def2-TZVPD basis set.

```
6
Properties=species:S:1:pos:R:3:nbo_charge:R:1
C -0.69 -0.28 -0.08 -0.106
H -2.89 0.35 0.03 0.260
C -1.86 -0.14 0.08 -0.146
C 0.66 -0.10 -0.07 -0.111
H 2.94 0.38 -0.05 0.275
C 1.84 -0.21 0.10 -0.171
```

Values from the calculation:
HOMO level, eV: -9.79
Relative energy (zero: lowest compared OMol25 entry of this formula, charge and spin), kJ/mol: 110.5
Gap between HOMO and LUMO, Eh: 0.3705
Lowest unoccupied orbital energy, Eh: 0.01087



No. 5
Below is a 11-piece molecular cluster, C4H20BO18 overall at a distorted geometry, with properties calculated with ωB97M-V with the def2-TZVPD basis set.

```
43
Properties=species:S:1:pos:R:3:nbo_charge:R:1
O 4.00 0.99 2.76 -0.564
O 8.29 -1.97 0.82 -0.946
H -4.64 0.83 -8.79 0.464
H 7.59 -1.96 0.16 0.474
H 4.24 -2.78 -2.83 0.472
H -5.10 -3.58 -2.79 0.472
O 1.40 1.28 4.04 -0.563
C 0.11 0.31 -1.33 0.663
O 0.87 -4.45 3.17 -0.940
H -6.49 -4.16 -2.63 0.464
H -1.30 -4.67 -6.91 0.469
O 0.68 1.02 1.88 -0.649
H -2.07 -5.95 -6.69 0.468
O -1.27 -5.61 -7.08 -0.937
H 2.80 2.84 9.88 0.472
O -2.48 -1.36 7.50 -0.938
O -3.92 3.68 2.44 -0.934
H -4.77 3.48 2.81 0.461
H 1.67 3.62 10.52 0.466
O 0.71 -0.27 -0.21 -0.654
H -1.99 7.78 -5.88 0.471
C 0.41 1.82 -1.40 0.684
H 4.95 -4.06 -3.20 0.463
C 2.90 1.00 2.14 0.653
O -0.12 2.60 -2.21 -0.553
O 2.77 0.78 0.81 -0.642
H 0.61 -3.98 2.38 0.473
O -2.64 8.37 -6.26 -0.937
O -0.64 -0.27 -2.20 -0.569
H -3.11 -1.20 6.80 0.466
O -4.84 1.14 -7.91 -0.936
O 4.82 -3.46 -2.48 -0.935
C 1.56 1.12 2.84 0.689
O -5.57 -4.35 -2.45 -0.936
H 0.35 -4.04 3.87 0.467
H -1.88 -0.62 7.45 0.472
H -3.37 2.93 2.66 0.473
O 1.05 2.07 -0.25 -0.653
B 1.31 0.88 0.55 1.157
H 7.90 -1.55 1.59 0.472
H -4.07 0.93 -7.39 0.472
H -3.07 7.85 -6.93 0.466
O 2.35 2.98 10.72 -0.938
```

Values from the calculation:
HOMO level, eV: -7.56
Relative energy (zero: lowest compared OMol25 entry of this formula, charge and spin), kJ/mol: 287.3
Charge: -1
Gap between HOMO and LUMO, Eh: 0.3450
Lowest unoccupied orbital energy, Eh: 0.06720



No. 6
Below is C4H20FN9O4Ti as an isolated structure at a distorted geometry, with properties calculated with ωB97M-V with the def2-TZVPD basis set.

```
39
Properties=species:S:1:pos:R:3:nbo_charge:R:1
H -5.47 -27.20 24.25 0.413
N -6.54 -28.84 19.99 -0.913
H -8.82 -27.47 27.96 0.431
C -8.64 -27.51 25.93 0.776
H -8.41 -26.46 22.68 0.371
N -8.63 -28.37 24.88 -0.847
H -11.89 -32.37 23.01 0.404
O -4.45 -27.68 21.30 -0.736
N -12.28 -31.61 22.49 -0.822
F -8.83 -28.08 21.21 -0.879
H -8.39 -28.01 23.98 0.404
O -12.12 -29.84 21.08 -0.751
H -3.27 -26.74 24.08 0.398
H -9.97 -31.15 23.02 0.397
H -6.62 -29.82 19.73 0.424
Ti -10.87 -27.75 20.25 0.924
H -9.42 -28.91 27.08 0.385
N -7.06 -25.79 20.87 -0.877
N -9.04 -27.98 27.13 -0.824
O -5.79 -24.84 22.49 -0.662
H -9.04 -29.28 24.96 0.382
H -7.82 -25.54 24.07 0.461
N -5.45 -27.68 23.37 -0.827
H -13.28 -31.63 22.41 0.420
H -2.43 -26.82 22.60 0.419
H -6.29 -25.66 20.24 0.414
H -5.87 -28.61 20.76 0.477
C -6.81 -25.45 22.18 0.769
C -4.38 -27.50 22.54 0.805
N -10.30 -30.48 22.36 -0.848
O -8.32 -26.32 25.77 -0.692
H -9.71 -29.80 21.90 0.420
C -11.60 -30.58 21.94 0.793
H -6.41 -28.30 19.13 0.436
H -6.33 -27.82 22.90 0.384
N -3.28 -26.99 23.11 -0.800
H -7.46 -28.60 20.41 0.466
H -7.85 -26.36 20.66 0.387
N -7.79 -25.76 23.08 -0.883
```

Values from the calculation:
2S+1: 4
HOMO level (spin up / spin down), eV: -9.80 / -11.92
Charge: +1
Gap between HOMO and LUMO (spin up / spin down), Eh: 0.2539 / 0.3229
Lowest unoccupied orbital energy (spin up / spin down), Eh: -0.10617 / -0.11515